1.
Formula: C5H8O
Source: the Open Molecules 2025 dataset
Level of theory: wB97M-V/def2-TZVPD

Positions of all 14 atoms, in Å:
C: 1.6331 -0.2650 0.3925
C: 0.6367 0.5635 -0.3811
C: -0.6818 0.0337 -0.9033
C: -1.3360 -0.8389 0.1561
O: -1.1728 0.1792 1.1665
C: -0.6454 1.0701 0.1879
H: 1.1347 -0.9884 1.0438
H: 2.2590 0.3692 1.0289
H: 2.2842 -0.8140 -0.2950
H: 1.0820 1.2743 -1.0779
H: -0.9947 0.1077 -1.9388
H: -0.8391 -1.7783 0.4293
H: -2.3989 -1.0226 -0.0328
H: -0.9610 2.1093 0.2239

Results
Frontier orbital gap = 10.3 eV

2.
Formula: C4H15N2O2
Source: the Open Molecules 2025 dataset
Level of theory: wB97M-V/def2-TZVPD

Positions of all 23 atoms, in Å:
C: -1.5953 -0.4044 1.2488
C: -1.2628 -0.8095 -0.1760
C: 0.2864 -0.9072 -0.5347
C: 0.5447 -1.5099 -1.7026
N: 1.9546 -1.5355 -2.0395
N: 1.2229 -0.4198 0.3567
H: -1.1049 0.4218 1.7377
H: -1.2758 -1.1125 1.9943
H: -2.5855 -0.2440 1.3927
H: -1.8266 -0.0411 -0.7520
H: -1.8530 -1.7627 -0.4961
H: -0.1669 -1.7592 -2.4541
H: 2.1011 -2.1082 -2.9223
H: 2.2276 -0.6029 -2.2466
H: 2.6066 -1.7594 -1.3222
H: 2.0938 -0.1294 -0.0329
H: 0.8962 0.1884 1.1584
H: 1.0042 1.9803 -1.8598
H: 2.6087 2.3763 -2.0700
O: 1.9112 1.6022 -1.9876
H: -2.9323 3.5706 4.2199
H: -2.1287 2.2770 4.5587
O: -2.7262 2.6891 3.9292

Results
Net charge = +1
Frontier orbital gap = 9.6 eV

3.
Formula: C2H8BNO
Source: the Open Molecules 2025 dataset
Level of theory: wB97M-V/def2-TZVPD

Positions of all 13 atoms, in Å:
B: 0.1247 -0.4456 0.7815
C: 1.0049 0.0869 2.0080
C: -0.9084 0.5205 -1.9045
N: -0.0902 1.2536 -1.0068
O: -0.4483 -1.5313 0.3549
H: 1.6250 -0.5910 2.4229
H: 0.3016 0.3664 2.8082
H: 1.2875 1.0896 1.6801
H: -1.8686 0.2197 -1.4182
H: -0.8743 1.0765 -2.8576
H: -0.5975 -0.5210 -2.3024
H: 0.9168 0.9649 -1.1519
H: -0.4733 -2.4891 0.5858

Results
2S+1 = 3
Frontier orbital gap (alpha / beta) = 5.8 / 9.1 eV

Results for DFT total energy: -270.4716 -421.1070 -235.6691 (in Ha, following the order of the records).
Results for strongest force on any atom: 0.0081 0.0665 0.0929 (in hartree/bohr, following the order of the records).
Results for energy relative to the best compared isomer or geometry (same formula, charge and spin): 226.4 227.0 24.2 (in kJ/mol, following the order of the records).